Entry from OMol25: the molecule C8H8N4O3 (the ωB97M-V functional and the def2-TZVPD basis).

Results
LUMO level = -1.017 eV
Kohn-Sham gap = 10.10 eV
ΔE to the lowest compared entry with this formula, charge and spin = 176.81 kcal per mole

Each line ends with the Mulliken charge.
Cartesian coordinates (Å):
C -1.7327 -1.2243 -0.7373  -1.069
C -1.1722 0.2107 -0.9019  -0.993
C -0.0172 0.4568 0.1450  1.167
C -0.4350 0.4088 1.5749  -1.259
C 0.6637 1.7963 -0.2105  0.370
C 0.0245 3.0330 -0.0086  -0.144
N -0.4865 3.9527 0.4332  -0.448
N 1.8168 1.7155 -0.7396  -0.501
O 2.2722 0.4295 -0.8763  -0.271
C 1.4028 -0.5860 -0.3213  1.095
C 1.1702 -1.5095 -1.3782  -0.295
N 1.2432 -2.2660 -2.2231  -0.459
N 1.7630 -1.3190 0.9432  0.947
O 1.1486 -2.3311 1.1668  -0.544
O 2.3502 -0.6527 1.7595  -0.541
H -2.2170 -1.2349 0.2377  0.346
H -0.9051 -1.9403 -0.8140  0.304
H -2.4807 -1.4024 -1.5644  0.359
H -1.8894 0.9928 -0.6013  0.461
H -0.7570 0.3285 -1.8807  0.484
H -1.2116 -0.3398 1.8372  0.327
H -0.9594 1.3792 1.9298  0.328
H 0.4085 0.1022 2.2300  0.337